{"formula": "C31H57I2N2O23S", "method": "the ωB97M-V functional and the def2-TZVPD basis", "total_charge": 1, "multiplicity": 1, "homo_ev": -11.532, "total_energy_ha": -4048.7073, "e_lumo_ev": -3.349, "symbols": ["C", "C", "C", "N", "C", "N", "C", "S", "C", "O", "O", "C", "C", "I", "C", "C", "I", "H", "H", "H", "H", "H", "H", "H", "H", "H", "H", "H", "H", "H", "H", "H", "C", "O", "C", "O", "O", "C", "H", "H", "H", "H", "H", "H", "C", "O", "C", "O", "O", "C", "H", "H", "H", "H", "H", "H", "C", "O", "C", "O", "O", "C", "H", "H", "H", "H", "H", "H", "C", "O", "C", "O", "O", "C", "H", "H", "H", "H", "H", "H", "C", "O", "C", "O", "O", "C", "H", "H", "H", "H", "H", "H", "C", "O", "C", "O", "O", "C", "H", "H", "H", "H", "H", "H", "C", "O", "C", "O", "O", "C", "H", "H", "H", "H", "H", "H"], "coordinates": [[2.118, 0.516, -2.455], [1.787, -0.528, -3.238], [0.356, -1.077, -3.474], [-0.602, -0.143, -4.125], [-1.898, -0.312, -3.744], [-2.712, 0.560, -4.406], [-1.836, 1.267, -5.227], [-2.551, 2.511, -6.334], [-2.222, 4.247, -5.821], [-4.014, 2.344, -6.215], [-2.230, 2.273, -7.741], [-0.462, 0.891, -5.079], [0.878, 1.326, -5.691], [0.916, 3.086, -6.921], [1.576, 0.109, -6.515], [3.175, 0.169, -6.331], [1.092, 0.137, -8.638], [3.198, 0.630, -2.200], [1.432, 1.307, -2.086], [2.613, -1.025, -3.804], [0.341, -2.039, -4.054], [-0.059, -1.338, -2.463], [-2.211, -1.080, -3.009], [-3.726, 0.666, -4.332], [-1.281, 4.221, -5.209], [-3.048, 4.547, -5.138], [-2.112, 4.899, -6.720], [1.586, 1.517, -4.843], [1.257, -0.826, -5.994], [3.664, 0.653, -7.216], [3.465, 0.813, -5.454], [3.610, -0.839, -6.119], [1.548, 4.672, 1.100], [2.276, 3.603, 0.490], [3.448, 3.314, 1.078], [3.915, 3.859, 2.043], [4.010, 2.309, 0.398], [5.278, 1.889, 0.911], [0.628, 4.806, 0.535], [1.290, 4.426, 2.127], [2.120, 5.599, 1.059], [5.177, 1.522, 1.932], [6.001, 2.704, 0.864], [5.633, 1.075, 0.282], [-1.368, 0.515, 6.659], [-0.873, 1.746, 6.127], [0.254, 1.626, 5.422], [0.855, 0.601, 5.213], [0.604, 2.841, 4.987], [1.804, 2.863, 4.213], [-2.281, 0.739, 7.207], [-1.607, -0.183, 5.856], [-0.647, 0.076, 7.349], [1.692, 2.256, 3.312], [2.651, 2.519, 4.806], [1.987, 3.892, 3.917], [-4.234, -0.636, 0.884], [-5.309, -1.563, 0.731], [-5.171, -2.408, -0.296], [-4.242, -2.439, -1.069], [-6.235, -3.206, -0.319], [-6.231, -4.170, -1.376], [-4.462, -0.010, 1.745], [-3.297, -1.160, 1.075], [-4.148, 0.002, 0.004], [-5.376, -4.841, -1.281], [-6.226, -3.675, -2.348], [-7.143, -4.756, -1.289], [9.203, 2.717, -6.576], [8.112, 1.804, -6.717], [8.250, 0.938, -7.727], [9.181, 0.878, -8.485], [7.168, 0.148, -7.747], [7.184, -0.835, -8.786], [8.980, 3.366, -5.731], [10.129, 2.180, -6.369], [9.307, 3.333, -7.469], [8.031, -1.511, -8.669], [7.206, -0.358, -9.766], [6.265, -1.415, -8.703], [-7.957, -1.384, 3.291], [-8.465, -0.052, 3.380], [-7.663, 0.799, 4.028], [-6.593, 0.532, 4.515], [-8.255, 1.998, 4.040], [-7.506, 3.015, 4.706], [-8.687, -1.981, 2.747], [-7.016, -1.401, 2.739], [-7.828, -1.815, 4.284], [-6.548, 3.174, 4.209], [-7.357, 2.759, 5.755], [-8.082, 3.936, 4.651], [6.148, -2.343, 9.057], [5.406, -2.565, 7.858], [4.791, -1.475, 7.383], [4.821, -0.376, 7.875], [4.138, -1.820, 6.268], [3.430, -0.744, 5.649], [6.599, -3.291, 9.344], [6.944, -1.617, 8.888], [5.490, -2.013, 9.861], [4.120, 0.046, 5.346], [2.667, -0.352, 6.317], [2.941, -1.137, 4.760], [-4.396, -6.780, 5.223], [-4.027, -6.537, 3.864], [-4.081, -5.253, 3.502], [-4.404, -4.331, 4.206], [-3.714, -5.168, 2.216], [-3.727, -3.841, 1.695], [-4.314, -7.851, 5.398], [-3.720, -6.263, 5.904], [-5.428, -6.477, 5.401], [-3.023, -3.208, 2.238], [-4.729, -3.426, 1.740], [-3.413, -3.891, 0.655]], "forces_ev_per_angstrom": [[0.3698, -0.3216, -0.3714], [0.0754, 0.2472, -0.3490], [1.0147, -0.4530, 0.4049], [-1.3517, -0.1901, 0.8136], [-0.3198, 0.5304, -0.5245], [3.3775, -0.9872, 0.2712], [1.5455, 1.4666, -0.8269], [-4.1445, 0.3603, -3.7799], [0.9882, -0.5694, 1.2931], [1.6365, -0.1342, 1.8951], [1.5893, 0.2239, 2.0461], [-2.9729, -0.2249, 0.3740], [0.6133, -1.3012, -0.1094], [0.1384, 0.1715, 0.8987], [1.0950, 0.5252, 1.2921], [-0.2820, 0.7000, -0.0170], [-0.0485, -0.8825, 0.8189], [-1.0006, 0.3221, -0.4740], [0.3227, -0.9861, 0.1644], [-0.8451, -0.0072, 0.9632], [0.3042, 1.0109, 0.3550], [0.2209, 0.4068, -0.9954], [0.0913, 0.7311, -0.6198], [0.3804, 0.1033, -0.2900], [-0.7437, 0.3206, -0.7459], [0.3824, -0.3116, -0.7878], [-0.1662, -0.8460, 0.6451], [-0.8657, -0.0045, -0.7735], [-0.1001, 0.5416, -0.9669], [-0.4060, -0.7035, 0.7687], [-0.4597, -0.5638, -0.6813], [-0.4593, 0.7775, -0.5459], [-0.1867, 0.3477, 0.0342], [0.1574, -0.1689, 0.0168], [0.0117, -0.0109, -0.0883], [-0.2090, -0.0696, -0.1925], [-0.1800, 0.0598, -0.0573], [0.3818, -0.1744, 0.1043], [0.1298, -0.1864, -0.1153], [0.0889, 0.0829, -0.0647], [0.0400, -0.0987, 0.1220], [0.0122, 0.1668, -0.0137], [-0.1070, 0.0045, 0.1375], [-0.2294, 0.0717, -0.0919], [-0.2214, -0.3014, 0.2142], [0.2038, 0.0337, -0.1600], [-0.2048, 0.1965, 0.1410], [-0.1822, 0.2007, -0.1026], [-0.0839, -0.1710, 0.0044], [0.2832, 0.0844, -0.0675], [0.0893, 0.2286, -0.1064], [0.1508, 0.0018, 0.0457], [0.0311, -0.0267, -0.1592], [0.0409, -0.1111, 0.1232], [-0.0636, -0.1032, -0.0931], [-0.1234, -0.0117, 0.2509], [0.1913, 0.3195, 0.1951], [-0.0178, 0.0965, -0.4251], [-0.5555, 0.2008, -0.0407], [-0.0109, 0.2108, -0.1092], [0.2707, 0.2108, 0.0207], [-0.0986, -0.3825, -0.2773], [-0.1933, -0.1819, -0.0105], [-0.0348, 0.0200, -0.1397], [0.0439, -0.1282, -0.0187], [0.0257, 0.1356, -0.0477], [0.1279, 0.0005, 0.0794], [0.0042, 0.1835, 0.2008], [0.2689, 0.2908, 0.1031], [-0.1196, -0.1516, -0.0779], [-0.0131, 0.0629, 0.0841], [-0.1421, -0.0117, 0.0900], [0.0062, 0.0642, 0.0650], [-0.0738, -0.2626, -0.2455], [-0.2038, -0.1677, -0.0220], [-0.0388, 0.0107, -0.1683], [0.0792, -0.1544, -0.0115], [0.0450, 0.1572, -0.0727], [0.1596, -0.0200, 0.0706], [-0.0141, 0.1785, 0.1937], [0.0863, -0.4176, -0.0367], [0.0610, 0.1801, 0.0607], [-0.2047, 0.0001, -0.0581], [-0.0694, 0.0620, -0.1230], [0.0455, -0.1651, -0.0482], [0.1001, 0.3184, 0.1670], [-0.1094, 0.2655, 0.0038], [0.0098, 0.0161, 0.1553], [0.1377, 0.1003, -0.0487], [0.0088, -0.1233, 0.1163], [0.1188, -0.0634, -0.1042], [-0.1425, -0.1877, -0.1204], [0.2144, -0.0349, 0.3146], [-0.0975, 0.0870, -0.1129], [-0.0192, -0.1492, -0.0690], [0.0052, -0.1222, -0.0640], [0.1873, -0.0433, 0.0938], [-0.1422, 0.1666, -0.1279], [-0.1370, -0.0456, -0.2231], [-0.1497, 0.0725, 0.0393], [0.0560, 0.1282, -0.0988], [-0.0279, 0.0194, 0.1654], [0.1649, 0.0319, -0.0163], [0.0759, -0.1991, 0.1483], [-0.0921, -0.1712, 0.3834], [0.0248, 0.1814, -0.1765], [0.0023, -0.2154, 0.0654], [0.0491, -0.0521, -0.1538], [0.0430, -0.0712, 0.0532], [0.1766, -0.0686, 0.0443], [0.0714, 0.0438, -0.2588], [-0.1238, 0.0972, -0.0626], [0.1125, 0.1275, 0.0074], [-0.1456, -0.0097, 0.1056], [0.1013, -0.1088, 0.3910], [0.0923, -0.3288, 0.1258]]}